The following is a DFT calculation (ωB97M-V/def2-TZVPD) of a cluster of 2 separate species, C2H9N3 in total.

Last column: Mulliken charge in e.
CARTESIAN COORDINATES (ANGSTROEM)
C 2.89 -1.01 -3.23  -0.24
N 3.68 -0.20 -3.80  -0.47
H 1.93 -1.23 -3.71  0.25
H 3.10 -1.49 -2.28  0.21
H 4.52 -0.12 -3.22  0.25
N -2.90 1.02 1.84  -0.55
C -1.47 0.87 2.08  -0.30
N -0.82 -0.25 1.42  -0.57
H -3.45 0.88 2.67  0.22
H -3.19 0.41 1.09  0.21
H -1.27 0.79 3.15  0.30
H -0.93 1.77 1.76  0.23
H -0.95 -0.29 0.42  0.22
H -1.13 -1.15 1.80  0.23

The value obtained for the HOMO energy is -9.03 eV. As for the multiplicity: 1. The calculation puts the frontier orbital gap at 9.93 eV. For the total energy, the calculation gives -6689.060 eV. The value obtained for the energy above the lowest of the compared OMol25 structures with the same formula, charge and spin is 33.4 kcal/mol. Its molecular weight is 75.115 u. The LUMO energy is 0.900 eV. As for the SMILES: C=N.NCN.

The following is a DFT calculation (ωB97M-V/def2-TZVPD) of a cluster of 3 separate species, C5H12O in total.

Last column: Mulliken charge in e.
CARTESIAN COORDINATES (ANGSTROEM)
C -0.90 1.34 -0.01  -1.10
C -1.16 0.12 -0.48  0.12
C -1.80 -0.93 0.37  -1.10
H -0.76 2.18 -0.68  0.48
H -0.94 1.54 1.05  0.29
H -1.03 -0.10 -1.54  0.33
H -1.54 -0.82 1.42  0.32
H -1.60 -1.96 0.06  0.34
H -2.87 -0.75 0.27  0.32
C 1.54 1.75 -0.08  -0.22
O 2.13 0.84 0.45  -0.42
H 1.40 1.82 -1.18  0.31
H 1.19 2.62 0.49  0.31
C 1.27 -1.54 -0.03  -0.65
H 0.59 -0.71 -0.15  -0.28
H 1.67 -1.52 0.98  0.32
H 2.09 -1.41 -0.74  0.31
H 0.71 -2.45 -0.22  0.35

The value obtained for the HOMO energy is -9.54 eV. As for the multiplicity: 1. The calculation puts the frontier orbital gap at 10.30 eV. For the total energy, the calculation gives -7424.636 eV. The value obtained for the energy above the lowest of the compared OMol25 structures with the same formula, charge and spin is 61.7 kcal/mol. Its molecular weight is 88.150 u. The LUMO energy is 0.758 eV. As for the SMILES: C=CC.C=O.C.

The following is a DFT calculation (ωB97M-V/def2-TZVPD) of a structure of composition C45H34NO2PtS2.

Last column: Mulliken charge in e.
CARTESIAN COORDINATES (ANGSTROEM)
Pt -2.34 0.53 1.20  0.29
C -2.50 3.76 4.06  -1.20
C -3.37 3.26 5.00  -0.33
C -3.91 2.00 4.82  -1.08
C -3.56 1.26 3.70  1.38
N -2.69 1.75 2.78  0.05
C -2.18 2.98 2.96  0.29
C -4.06 -0.09 3.40  0.76
C -4.93 -0.79 4.22  -0.69
C -5.33 -2.07 3.86  -0.85
C -4.85 -2.63 2.69  -0.85
C -3.98 -1.93 1.86  0.10
C -3.58 -0.64 2.21  -0.42
H -2.05 4.74 4.14  0.46
H -3.64 3.85 5.87  0.45
H -4.60 1.59 5.53  0.35
H -1.53 3.36 2.19  0.50
H -5.30 -0.36 5.14  0.36
H -6.01 -2.63 4.50  0.39
H -5.15 -3.63 2.41  0.43
H -3.63 -2.38 0.95  0.49
C -1.46 -5.44 -5.17  -1.47
C -1.45 -4.28 -4.22  0.89
C -1.86 -4.44 -2.90  -0.96
C -1.87 -3.37 -2.02  -0.29
C -1.48 -2.12 -2.48  0.47
C -1.08 -1.93 -3.80  -0.26
C -1.06 -3.01 -4.66  -1.00
S -1.40 -0.70 -1.44  0.87
O -2.47 -0.90 -0.36  -0.64
C 0.14 -1.00 -0.56  1.68
C 0.19 -2.03 0.40  -0.91
C 1.37 -2.25 1.05  -1.26
C 2.51 -1.45 0.79  0.67
C 3.73 -1.66 1.48  -0.85
C 4.80 -0.84 1.26  -0.75
C 4.71 0.22 0.34  -0.94
C 3.55 0.45 -0.34  -0.54
C 2.43 -0.39 -0.14  1.20
C 1.19 -0.17 -0.83  -0.99
C 0.99 0.96 -1.77  -0.42
C 1.58 0.94 -3.07  1.31
C 2.38 -0.15 -3.51  -0.66
C 2.91 -0.16 -4.76  -0.88
C 2.67 0.92 -5.65  -0.72
C 1.89 1.97 -5.26  -1.00
C 1.32 2.00 -3.96  0.63
C 0.49 3.07 -3.55  -1.12
C -0.09 3.07 -2.32  -1.09
C 0.17 2.01 -1.43  0.25
S -0.66 2.15 0.18  0.75
O -1.26 3.50 0.16  -0.70
C 0.78 2.16 1.23  0.63
C 1.74 3.15 1.04  -0.75
C 2.86 3.15 1.86  -0.94
C 3.02 2.19 2.85  0.98
C 4.25 2.18 3.72  -1.61
C 2.03 1.23 3.03  -0.86
C 0.91 1.21 2.22  0.09
H -1.43 -6.39 -4.64  0.37
H -0.60 -5.40 -5.85  0.39
H -2.36 -5.42 -5.79  0.30
H -2.17 -5.41 -2.56  0.39
H -2.20 -3.50 -1.00  0.16
H -0.80 -0.94 -4.14  0.54
H -0.74 -2.87 -5.68  0.42
H -0.69 -2.62 0.62  0.37
H 1.44 -3.03 1.79  0.45
H 3.79 -2.48 2.18  0.47
H 5.73 -1.02 1.78  0.47
H 5.57 0.87 0.18  0.46
H 3.48 1.27 -1.04  0.61
H 2.57 -0.98 -2.83  0.51
H 3.52 -0.99 -5.09  0.48
H 3.10 0.90 -6.64  0.43
H 1.70 2.79 -5.94  0.47
H 0.29 3.88 -4.24  0.43
H -0.74 3.87 -2.00  0.74
H 1.62 3.89 0.26  0.53
H 3.62 3.91 1.72  0.39
H 4.95 2.96 3.43  0.38
H 4.76 1.22 3.65  0.31
H 3.98 2.34 4.77  0.38
H 2.15 0.48 3.80  0.42
H 0.14 0.45 2.35  0.40

The value obtained for the HOMO energy is -10.76 eV. As for the multiplicity: 1. As for the total charge: +1. The calculation puts the frontier orbital gap at 8.16 eV. For the total energy, the calculation gives -77714.968 eV. The value obtained for the energy above the lowest of the compared OMol25 structures with the same formula, charge and spin is 0.0 kcal/mol. Its molecular weight is 879.984 u. The LUMO energy is -2.606 eV.

The following is a DFT calculation (ωB97M-V/def2-TZVPD) of a structure of composition C22H27BeBrO in a non-equilibrium geometry.

Last column: Mulliken charge in e.
CARTESIAN COORDINATES (ANGSTROEM)
C -1.24 0.09 -2.52  -0.43
C -0.09 0.92 -2.48  -0.84
C 1.04 0.06 -2.36  -0.60
H -0.11 2.01 -2.59  0.43
C 0.58 -1.29 -2.34  -0.81
C -0.82 -1.27 -2.44  -0.68
H -1.44 -2.17 -2.53  0.42
H -2.22 0.45 -2.79  0.73
H 2.07 0.38 -2.34  0.33
H 1.14 -2.21 -2.27  0.69
Be -2.09 0.46 -0.16  0.29
Br -2.32 2.58 -0.08  -0.64
C -3.27 -0.91 0.51  -0.49
C -3.05 -1.80 -0.60  -0.28
C -3.63 -1.21 -1.76  -0.50
H -2.67 -2.85 -0.53  0.36
C -4.29 -0.02 -1.38  -0.74
C -3.99 0.25 -0.02  -0.62
H -4.40 1.03 0.62  0.69
H -3.36 -1.27 1.53  0.57
H -3.57 -1.63 -2.78  0.37
H -4.99 0.51 -2.01  0.39
C 1.63 -3.33 0.44  -1.88
C 0.69 -2.26 1.00  1.75
C 0.14 -2.80 2.32  -1.57
C 1.36 -0.90 1.20  0.88
C 2.62 -0.89 1.80  -0.05
C 3.35 0.28 2.00  -1.72
C 2.74 1.44 1.54  0.00
C 1.46 1.46 0.98  0.71
C 0.98 2.77 0.39  1.90
C 0.85 3.87 1.46  -1.68
C 1.95 3.29 -0.69  -1.42
C 0.65 0.29 0.86  -0.33
O -0.61 0.29 0.49  -0.23
H 2.41 -3.59 1.15  0.44
H 2.13 -3.02 -0.47  0.39
H 1.03 -4.22 0.23  0.42
H -0.14 -2.15 0.28  -0.75
H 0.95 -3.01 3.03  0.34
H -0.53 -2.09 2.80  0.35
H -0.39 -3.74 2.11  0.42
H 2.98 -1.86 2.13  0.22
H 4.31 0.27 2.51  0.31
H 3.24 2.41 1.59  0.23
H -0.04 2.64 -0.05  -1.41
H 1.81 4.13 1.92  0.28
H 0.42 4.76 0.98  0.42
H 0.16 3.57 2.24  0.42
H 2.05 2.57 -1.50  0.21
H 1.53 4.19 -1.16  0.39
H 2.95 3.50 -0.27  0.36

The value obtained for the HOMO energy is -0.15 eV. As for the multiplicity: 1. As for the total charge: -2. The calculation puts the frontier orbital gap at 5.26 eV. For the total energy, the calculation gives -95744.410 eV. Its molecular weight is 396.373 u. The LUMO energy is 5.110 eV.

The following is a DFT calculation (ωB97M-V/def2-TZVPD) of the molecule C5H8N2O4S in a non-equilibrium geometry.

Last column: Mulliken charge in e.
CARTESIAN COORDINATES (ANGSTROEM)
N -0.79 -1.44 1.60  -0.67
C -0.33 -0.47 0.71  0.92
S -1.83 0.07 -0.43  1.17
O -1.23 0.81 -1.52  -0.64
O -2.80 -0.91 -0.65  -0.61
O -2.61 1.22 0.46  -0.48
N 0.16 0.69 1.26  -0.59
C 1.16 1.29 0.76  -0.01
C 1.90 1.08 -0.54  -0.71
C 1.78 -0.44 -0.88  -0.92
C 0.43 -1.10 -0.46  0.23
O -0.04 -1.87 -1.24  -0.52
H -1.57 -1.03 2.24  0.35
H -1.17 -2.20 1.03  0.34
H -3.37 0.63 0.61  0.35
H 1.42 2.22 1.31  0.37
H 1.50 1.57 -1.40  0.28
H 2.91 1.44 -0.39  0.42
H 2.58 -0.81 -0.44  0.46
H 1.90 -0.76 -2.02  0.28

The value obtained for the HOMO energy is -9.63 eV. As for the multiplicity: 1. The calculation puts the frontier orbital gap at 9.78 eV. For the total energy, the calculation gives -27317.744 eV. The value obtained for the energy above the lowest of the compared OMol25 structures with the same formula, charge and spin is 12.0 kcal/mol. Its molecular weight is 192.196 u. The LUMO energy is 0.149 eV. As for the SMILES: N[C@@]1(S(=O)(=O)O)N=CCCC1=O.

The following is a DFT calculation (ωB97M-V/def2-TZVPD) of a structure of composition C31H41FN6O3Ru in a non-equilibrium geometry.

Last column: Mulliken charge in e.
CARTESIAN COORDINATES (ANGSTROEM)
Ru -0.59 -2.18 -1.67  0.28
C -3.05 4.68 0.71  -0.95
C -2.78 3.48 1.60  -1.02
N -1.97 2.45 0.92  0.17
C -2.60 1.43 0.33  -0.41
C -1.99 0.41 -0.36  -0.15
C -2.95 -0.61 -0.93  0.30
O -4.13 -0.32 -1.01  -0.67
O -2.49 -1.78 -1.26  -0.39
C -0.59 0.45 -0.50  2.10
O 0.12 -0.40 -1.12  -1.09
C 0.11 1.57 0.12  0.76
C 1.50 1.65 0.03  -0.32
C 2.16 2.70 0.60  0.08
F 3.49 2.79 0.45  -0.34
C 1.49 3.71 1.31  -1.63
C 0.11 3.62 1.41  -0.52
C -0.59 2.56 0.82  0.14
N 2.14 4.80 1.93  0.24
C 1.78 6.15 1.52  -0.56
C 1.75 7.04 2.77  -0.77
N 2.64 6.41 3.81  -0.16
C 3.91 5.90 3.19  -0.71
C 3.56 4.71 2.27  -0.72
H -3.66 5.41 1.25  0.39
H -3.59 4.39 -0.19  0.34
H -2.12 5.17 0.40  0.28
H -3.71 3.00 1.89  0.47
H -2.28 3.75 2.53  0.43
H -3.68 1.42 0.40  0.55
H 2.06 0.90 -0.51  0.60
H -0.42 4.37 1.98  0.61
H 0.80 6.16 1.05  0.45
H 2.50 6.54 0.79  0.31
H 0.76 7.12 3.21  0.41
H 2.14 8.04 2.59  0.38
H 2.14 5.61 4.21  0.38
H 2.83 7.06 4.57  0.33
H 4.60 5.62 3.98  0.38
H 4.33 6.74 2.64  0.37
H 3.75 3.77 2.79  0.51
H 4.22 4.76 1.41  0.42
C 0.19 -0.92 -6.92  -0.92
N -0.96 -1.31 -6.11  -0.01
C -2.17 -1.77 -6.80  -0.92
C -0.87 -1.40 -4.82  0.51
N -0.80 -1.45 -3.67  -0.40
H -0.10 -0.11 -7.59  0.32
H 0.54 -1.77 -7.51  0.33
H 0.99 -0.57 -6.28  0.33
H -2.51 -0.99 -7.48  0.33
H -2.95 -1.97 -6.07  0.33
H -1.96 -2.68 -7.37  0.33
C -1.18 -4.56 -2.30  -1.56
C -1.75 -5.43 -1.19  0.90
C -1.43 -6.88 -1.56  -1.37
C -1.24 -5.11 0.22  0.48
C -1.65 -5.96 1.23  -0.97
C -1.13 -5.87 2.51  -0.92
C -0.14 -4.94 2.79  -1.02
C 0.31 -4.05 1.82  0.21
C 1.41 -3.11 2.30  0.70
C 1.59 -1.74 1.64  -1.90
C 2.75 -3.87 2.27  -1.37
C -0.29 -4.09 0.54  0.63
N 0.05 -3.04 -0.27  -0.30
H -1.56 -4.86 -3.27  0.61
H -0.09 -4.60 -2.34  0.40
H -1.67 -3.55 -2.22  0.38
H -2.83 -5.30 -1.18  0.39
H -0.35 -7.03 -1.62  0.39
H -1.87 -7.13 -2.53  0.41
H -1.82 -7.59 -0.83  0.39
H -2.38 -6.72 1.01  0.49
H -1.48 -6.54 3.28  0.41
H 0.28 -4.90 3.78  0.44
H 1.17 -2.91 3.34  0.47
H 1.92 -1.81 0.61  0.27
H 2.34 -1.19 2.21  0.50
H 0.66 -1.16 1.66  0.31
H 3.03 -4.10 1.24  0.34
H 2.69 -4.81 2.81  0.41
H 3.54 -3.27 2.71  0.39

The value obtained for the HOMO energy (alpha / beta) is -12.14 / -11.92 eV. As for the multiplicity: 1. As for the total charge: +2. The calculation puts the frontier orbital gap (alpha / beta) at 7.03 / 6.82 eV. For the total energy, the calculation gives -53180.055 eV. The value obtained for the energy above the lowest of the compared OMol25 structures with the same formula, charge and spin is 28.6 kcal/mol. Its molecular weight is 665.776 u. The LUMO energy (alpha / beta) is -5.117 / -5.109 eV.

The following is a DFT calculation (ωB97M-V/def2-TZVPD) of a cluster of 18 separate species, C19H22BCl51FNO5P2 in total in a non-equilibrium geometry.

Last column: Mulliken charge in e.
CARTESIAN COORDINATES (ANGSTROEM)
O 6.28 1.62 3.35  -0.48
C 5.24 1.88 2.79  0.61
F 5.19 2.85 1.87  -0.20
N 4.02 1.23 2.99  -0.06
C 3.60 0.42 1.86  0.27
O 4.14 -0.66 1.72  -0.47
B 2.47 0.85 0.79  0.36
P 1.63 2.56 0.84  -0.21
P -0.26 2.38 1.86  0.65
O -0.76 3.71 2.20  -0.50
O -1.21 1.64 0.82  -0.22
O -0.06 1.43 3.14  -0.39
H 3.29 1.86 3.32  0.12
H 2.23 0.07 -0.05  -0.10
H 2.44 3.32 1.70  0.04
H -1.88 1.11 1.26  0.27
H -0.85 0.89 3.27  0.29
C -1.19 -0.59 -2.60  -0.05
Cl 0.07 0.61 -2.31  -0.02
Cl -1.48 -1.53 -1.12  -0.10
Cl -2.67 0.18 -3.15  -0.13
H -0.85 -1.27 -3.36  0.25
C -0.82 5.31 -1.76  -0.07
Cl -0.61 6.00 -3.38  -0.14
Cl -2.50 5.45 -1.25  -0.10
Cl -0.29 3.63 -1.72  -0.01
H -0.21 5.88 -1.07  0.27
C 3.26 3.53 6.12  -0.05
Cl 2.32 4.03 7.52  -0.12
Cl 2.36 3.79 4.62  -0.13
Cl 4.80 4.38 6.04  -0.01
H 3.47 2.47 6.23  0.31
C -3.43 -4.37 -3.70  0.05
Cl -4.30 -3.95 -2.23  0.02
Cl -4.30 -3.81 -5.13  -0.15
Cl -1.79 -3.71 -3.67  0.00
H -3.35 -5.45 -3.76  0.12
C -8.37 -3.56 -0.69  0.06
Cl -9.49 -4.54 0.25  -0.14
Cl -6.74 -3.66 -0.02  -0.10
Cl -8.38 -4.05 -2.38  -0.11
H -8.69 -2.53 -0.63  0.28
C 8.29 6.44 6.17  -0.01
Cl 7.04 7.08 7.23  -0.13
Cl 7.74 4.96 5.37  -0.09
Cl 8.76 7.65 4.97  -0.07
H 9.15 6.20 6.77  0.32
C -3.47 4.71 2.77  1.01
Cl -3.81 4.29 4.45  -0.12
Cl -4.93 4.52 1.79  -0.16
Cl -2.85 6.35 2.66  -0.04
H -2.71 4.04 2.40  -0.60
C -3.72 10.47 1.74  0.06
Cl -3.78 11.61 0.40  -0.12
Cl -5.06 9.33 1.66  -0.11
Cl -2.17 9.62 1.77  -0.12
H -3.81 11.03 2.66  0.27
C -2.50 6.87 7.68  -0.06
Cl -2.66 8.04 6.37  -0.09
Cl -3.83 5.71 7.66  -0.12
Cl -0.97 6.00 7.54  -0.07
H -2.53 7.40 8.62  0.34
C 2.88 -3.44 -2.89  -0.06
Cl 1.52 -2.62 -2.11  -0.02
Cl 2.32 -4.32 -4.32  -0.09
Cl 4.15 -2.30 -3.32  -0.13
H 3.28 -4.16 -2.19  0.30
C 0.46 -7.91 -4.76  0.39
Cl 1.96 -8.49 -4.04  -0.12
Cl -0.45 -6.92 -3.63  -0.03
Cl 0.79 -7.02 -6.25  -0.14
H -0.14 -8.78 -5.02  -0.11
C 0.31 -12.22 -6.23  0.00
Cl 1.82 -12.76 -5.49  -0.11
Cl -0.64 -11.27 -5.08  -0.11
Cl 0.63 -11.27 -7.68  -0.11
H -0.26 -13.09 -6.51  0.33
C -3.89 -7.88 -0.07  -0.03
Cl -2.40 -8.46 0.68  -0.13
Cl -4.79 -6.85 1.04  -0.12
Cl -3.54 -7.01 -1.57  -0.03
H -4.50 -8.73 -0.31  0.30
C 2.60 -11.08 -10.89  0.46
Cl 3.83 -9.81 -10.84  -0.12
Cl 1.19 -10.54 -11.81  -0.12
Cl 3.26 -12.57 -11.56  -0.13
H 2.29 -11.27 -9.87  -0.08
C 6.78 10.63 2.64  0.05
Cl 6.42 11.66 1.26  -0.13
Cl 6.30 8.96 2.32  -0.09
Cl 8.49 10.72 3.06  -0.12
H 6.21 10.99 3.48  0.29
C 8.28 0.40 -2.20  0.03
Cl 8.22 1.92 -3.09  -0.12
Cl 6.75 -0.47 -2.35  -0.05
Cl 9.62 -0.60 -2.74  -0.12
H 8.43 0.62 -1.15  0.28
C -12.48 -3.23 2.38  0.40
Cl -12.70 -4.13 3.87  -0.12
Cl -14.04 -2.91 1.61  -0.12
Cl -11.61 -1.72 2.67  -0.12
H -11.89 -3.83 1.70  -0.03

The value obtained for the HOMO energy is -9.79 eV. As for the multiplicity: 1. The calculation puts the frontier orbital gap at 7.90 eV. For the total energy, the calculation gives -692402.280 eV. Its molecular weight is 2244.248 u. The LUMO energy is -1.890 eV.

The following is a DFT calculation (ωB97M-V/def2-TZVPD) of a cluster of 2 separate species, C5H14 in total in a non-equilibrium geometry.

Last column: Mulliken charge in e.
CARTESIAN COORDINATES (ANGSTROEM)
C 1.64 2.48 0.34  -1.26
C 0.53 1.58 -0.17  -0.13
C 1.02 0.17 -0.49  -1.09
H 2.62 2.25 -0.09  0.33
H 1.87 2.13 1.35  0.31
H 1.50 3.55 0.47  0.34
H -0.19 1.53 0.63  0.21
H -0.14 2.01 -0.92  0.37
H 2.08 0.26 -0.79  0.49
H 1.05 -0.46 0.37  0.20
H 0.61 -0.21 -1.42  0.24
C -1.91 -1.42 -0.41  -0.66
C -1.23 -2.39 0.59  -0.88
H -2.97 -1.63 -0.56  0.37
H -1.88 -0.43 0.01  0.11
H -1.42 -1.53 -1.38  0.21
H -1.79 -3.32 0.54  0.32
H -1.19 -1.98 1.58  0.27
H -0.19 -2.60 0.34  0.27

The value obtained for the HOMO energy is -11.02 eV. As for the multiplicity: 1. The calculation puts the frontier orbital gap at 12.18 eV. For the total energy, the calculation gives -5411.338 eV. The value obtained for the energy above the lowest of the compared OMol25 structures with the same formula, charge and spin is 16.4 kcal/mol. Its molecular weight is 74.167 u. The LUMO energy is 1.167 eV. As for the SMILES: CCC.CC.

Which value of molecular weight does entry 1 give? 75.115 u